1.
A 2-piece molecular cluster, C28H25NO overall at a distorted geometry, computed with wB97M-V/def2-TZVPD.

Each line ends with the natural charge from an NBO analysis.
Positions of all 55 atoms, in Å:
C 3.7555 -3.7528 4.1667  -0.6236
C 2.6503 -2.7780 3.8364  -0.0217
C 1.8463 -2.3054 4.8815  -0.3082
C 0.8077 -1.4059 4.6035  -0.1805
C 0.5656 -0.9796 3.3174  -0.3516
C 1.3518 -1.4103 2.1770  0.3817
O 1.1077 -1.0043 1.0020  -0.6862
C 2.4163 -2.3451 2.5377  -0.2886
H 4.2940 -4.0448 3.2631  0.2082
H 4.4753 -3.3163 4.8756  0.2112
H 3.3580 -4.6613 4.6443  0.2116
H 2.0335 -2.6418 5.9043  0.1956
H 0.1774 -1.0356 5.4139  0.1946
H -0.2471 -0.2885 3.1146  0.1792
H 3.0523 -2.7178 1.7314  0.1903
C 0.8457 -0.1897 -6.5009  -0.3968
N 0.4554 0.8950 -5.6182  -0.4983
C -0.1945 1.9962 -6.3111  -0.3975
C 0.2119 0.6482 -4.2540  0.2310
C 1.2418 0.8075 -3.2951  -0.2325
C 0.9729 0.6460 -1.9492  -0.1427
C -0.3272 0.3273 -1.4968  -0.0717
C -0.6726 0.4427 -0.1010  0.3350
C -1.8463 -0.1694 0.4895  -0.0514
C -2.1973 0.5663 1.6748  -0.0283
C -3.3072 0.2269 2.4339  -0.1944
C -4.1140 -0.8328 1.9996  -0.1586
C -3.7674 -1.5736 0.8567  -0.2225
C -2.6268 -1.2573 0.1034  -0.1596
C -1.2279 1.6437 1.8339  0.0775
C -0.2982 1.5700 0.7304  -0.1426
C 0.6681 2.5574 0.5887  -0.1338
C 0.7633 3.5555 1.5715  -0.2066
C -0.1216 3.5973 2.6606  -0.1639
C -1.1281 2.6305 2.7987  -0.2105
C -1.3127 0.0260 -2.4766  -0.1611
C -1.0605 0.2150 -3.8228  -0.2425
H 1.1892 -1.0458 -5.9114  0.2128
H 0.0025 -0.5020 -7.1384  0.1732
H 1.6562 0.1506 -7.1572  0.1945
H -0.5521 2.7391 -5.5897  0.2107
H 0.5315 2.4686 -6.9847  0.1976
H -1.0406 1.6422 -6.9206  0.1712
H 2.2331 1.0972 -3.6480  0.2323
H 1.7701 0.7478 -1.2147  0.2417
H -3.5236 0.7968 3.3358  0.2199
H -5.0161 -1.0881 2.5543  0.2219
H -4.3953 -2.4116 0.5445  0.2233
H -2.3308 -1.8535 -0.7597  0.2268
H 1.3341 2.5415 -0.2696  0.2237
H 1.5430 4.3145 1.4801  0.2211
H -0.0304 4.3916 3.4024  0.2219
H -1.8304 2.6308 3.6308  0.2188
H -2.3047 -0.2959 -2.1704  0.2246
H -1.8368 0.0348 -4.5690  0.2238

Computed properties:
- Kohn-Sham gap (eV) = 3.7
- charge = 0
- highest occupied orbital energy (Eh) = -0.22452
- LUMO energy (eV) = -2.457

***

2.
C28H26BF3MoN9OS3 as an isolated structure at a distorted geometry, computed with wB97M-V/def2-TZVPD.

Each line ends with the Mulliken spin population.
Positions of all 72 atoms, in Å:
Mo 0.0737 1.0336 0.6779  1.9156
C 2.7615 1.5247 -1.6690  0.0183
C 3.0381 0.6813 -0.4708  0.0005
C 4.2735 0.2406 0.0081  0.0045
C 3.9952 -0.5138 1.1361  -0.0013
C 4.9328 -1.1819 2.0823  0.0006
N 2.6685 -0.5255 1.2981  0.0164
N 2.0736 0.2020 0.3222  -0.0480
B 1.7768 -1.2834 2.3028  -0.0414
N 0.6572 -1.9380 1.4754  0.0133
N -0.2737 -1.2021 0.8037  -0.0299
C -1.0942 -2.0740 0.1990  -0.0071
C -2.2998 -1.7650 -0.6227  0.0032
C -0.6758 -3.3763 0.4965  0.0003
C 0.4325 -3.2485 1.3049  0.0116
C 1.2717 -4.3236 1.9123  -0.0008
N 1.1306 -0.3041 3.2906  0.0289
N 0.3190 0.6680 2.8148  -0.0520
C -0.0295 1.4435 3.8451  0.0014
C -0.9258 2.6302 3.7311  0.0270
C 0.5719 0.9470 5.0068  -0.0017
C 1.3080 -0.1520 4.6116  0.0113
C 2.1669 -1.0576 5.4286  -0.0010
H 3.6949 1.7517 -2.1824  -0.0008
H 2.0867 1.0044 -2.3466  0.0026
H 2.2725 2.4585 -1.3898  0.0031
H 5.2464 0.4564 -0.4008  0.0017
H 5.9498 -1.1085 1.7027  -0.0001
H 4.8879 -0.6918 3.0566  -0.0013
H 4.6828 -2.2341 2.2216  0.0003
H 2.4102 -2.1133 2.8813  0.0001
H -2.1551 -0.9009 -1.2627  0.0043
H -2.5310 -2.6335 -1.2406  0.0005
H -3.1559 -1.5566 0.0171  -0.0025
H -1.1338 -4.2899 0.1566  0.0001
H 0.9023 -5.2904 1.5764  0.0000
H 2.3183 -4.2255 1.6229  0.0005
H 1.2229 -4.2906 3.0017  0.0006
H -1.9663 2.3324 3.8602  0.0023
H -0.6673 3.3582 4.5010  -0.0001
H -0.8429 3.1080 2.7556  -0.0134
H 0.4949 1.3505 6.0025  0.0010
H 2.0042 -0.8556 6.4856  -0.0001
H 1.9382 -2.1048 5.2328  0.0003
H 3.2234 -0.8961 5.2062  0.0001
S -2.4459 0.9286 1.1902  -0.0423
C -2.7712 2.3007 0.2051  -0.0017
S -1.3751 3.2399 -0.0803  -0.0318
C -4.0205 2.5571 -0.3358  0.0346
C -5.1347 1.7113 -0.0827  -0.0016
N -6.0461 1.0310 0.1116  0.0078
C -4.2325 3.6557 -1.2127  -0.0054
N -4.4199 4.5296 -1.9426  0.0088
F -2.5686 -0.8328 -8.3824  0.0003
C -3.3374 -0.1772 -7.4869  -0.0009
F -3.7363 0.9636 -8.0798  0.0003
F -4.4503 -0.9290 -7.3297  0.0006
C -2.6284 0.0661 -6.1935  0.0200
C -3.0020 1.1393 -5.3928  -0.0094
C -2.3774 1.3398 -4.1761  0.0267
C -1.3739 0.4659 -3.7402  -0.0218
C -1.0056 -0.6067 -4.5603  0.0227
C -1.6296 -0.8060 -5.7777  -0.0096
C -0.7703 0.6595 -2.4627  0.0985
C -0.3255 0.7928 -1.3368  -0.1497
H -3.7779 1.8178 -5.7212  -0.0002
H -2.6589 2.1764 -3.5489  0.0010
H -0.2260 -1.2783 -4.2259  0.0000
H -1.3461 -1.6358 -6.4112  -0.0003
O 3.1353 2.1982 2.6532  0.1530
S 2.3380 3.1049 1.8049  0.1946
N 1.1504 2.5340 1.0719  -0.1631

Computed properties:
- expectation value of S² = 2.068
- Kohn-Sham gap (spin up / spin down) (eV) = 6.9 / 6.4
- charge = -1
- highest occupied orbital energy (spin up / spin down) (Eh) = -0.17758 / -0.18667
- spin multiplicity = 3
- LUMO energy (spin up / spin down) (eV) = 2.093 / 1.314

***

3.
C28H26BrCl4N3O3STi as an isolated structure at a distorted geometry, computed with wB97M-V/def2-TZVPD.

Each line ends with the Mulliken spin population.
Positions of all 67 atoms, in Å:
Ti 0.8751 0.1753 0.0207  0.9123
C 1.2231 -0.7101 3.1481  0.0138
N 1.1488 0.3352 2.1508  -0.0765
C 1.3936 1.5885 2.6065  0.0406
C 1.1847 2.6473 1.7435  -0.0008
C 1.3165 4.0768 1.7736  0.0662
C 0.9946 4.5526 0.4535  -0.0258
C 0.8422 3.4021 -0.3663  0.0639
N 0.9542 2.2564 0.3669  -0.0197
C 2.3657 -0.6085 4.1543  0.0013
C 3.6765 -0.3252 3.7279  -0.0040
C 4.6676 -0.2721 4.6782  0.0017
C 4.4228 -0.3169 6.0442  0.0000
C 3.1271 -0.6524 6.4539  0.0003
C 2.1075 -0.8279 5.5086  -0.0001
H 1.2520 -1.6973 2.6118  -0.0017
H 0.3263 -0.6603 3.7805  -0.0012
H 1.7094 1.7260 3.6269  -0.0045
H 1.6725 4.6938 2.6117  0.0028
H 0.8746 5.5832 0.1298  -0.0009
H 0.7145 3.4165 -1.4005  0.0054
H 3.8900 -0.2794 2.6485  0.0031
H 5.6490 -0.0293 4.3034  0.0000
H 5.1490 -0.0419 6.7859  0.0000
H 2.8877 -0.6861 7.4851  0.0001
H 1.1489 -1.3070 5.6700  0.0002
Cl 7.2878 -1.8587 -1.0905  -0.0004
C 5.5629 -1.8653 -0.7729  -0.0048
C 4.8772 -3.0651 -0.4480  0.0086
Cl 5.7236 -4.5522 -0.5993  0.0009
C 3.5307 -3.1659 -0.1394  -0.0034
Cl 2.7224 -4.6147 0.2731  0.0000
C 2.8222 -1.9657 -0.1170  0.0077
O 1.5447 -1.8433 -0.0250  0.0113
C 3.4443 -0.7247 -0.4857  -0.0038
O 2.7732 0.3559 -0.3870  0.0048
C 4.7886 -0.7154 -0.9291  0.0124
Cl 5.3893 0.7876 -1.5600  0.0008
Br 0.3002 0.5972 -2.4845  0.0015
N -3.3054 1.7567 -3.0292  0.0000
C -4.6064 2.0423 -3.4821  -0.0001
C -5.2799 1.3183 -4.4494  0.0000
C -6.6029 1.5252 -4.8046  0.0000
C -7.3014 2.5242 -4.2099  0.0000
C -6.6651 3.2492 -3.1668  0.0000
C -5.3512 3.0149 -2.7497  0.0000
H -2.7146 2.5728 -2.9707  0.0001
H -2.8325 1.1246 -3.6949  0.0000
H -4.6728 0.5909 -5.0012  0.0000
H -7.1324 0.8571 -5.5192  0.0000
H -8.2898 2.7700 -4.5666  0.0000
H -7.2381 4.0727 -2.7296  0.0000
H -4.8723 3.7240 -2.0871  0.0000
O -0.8474 -0.6010 0.3385  -0.0213
S -1.8785 -1.8542 0.2041  0.0035
C -1.0147 -3.1795 -0.7732  0.0042
C -1.5999 -3.1667 -2.1906  0.0002
C -3.0478 -2.6672 -2.1863  0.0008
C -3.1474 -1.5321 -1.1301  -0.0005
H -1.2597 -4.1518 -0.2468  0.0001
H 0.0210 -2.9957 -0.7220  0.0003
H -1.5605 -4.2062 -2.6118  0.0003
H -0.9849 -2.5215 -2.8258  -0.0001
H -3.8120 -3.4289 -2.0334  0.0000
H -3.3352 -2.2516 -3.1619  0.0000
H -4.1363 -1.4877 -0.6641  0.0001
H -2.8730 -0.5079 -1.4876  0.0001

Computed properties:
- expectation value of S² = 0.762
- Kohn-Sham gap (spin up / spin down) (eV) = 5.2 / 5.9
- charge = -1
- highest occupied orbital energy (spin up / spin down) (Eh) = -0.12192 / -0.14618
- spin multiplicity = 2
- LUMO energy (spin up / spin down) (eV) = 1.910 / 1.910

***

Record-wise electronic energy values, in Ha: -1211.8595 -3238.0561 -7135.1915
Record-wise ΔE to the lowest compared entry with this formula, charge and spin values, in kcal per mole: 26.5 15.5 0.0